Here is 2 unconnected molecules or ions with the total composition C19H19F3NOS at a distorted geometry from the Open Molecules 2025 dataset. Energies are from ωB97M-V/def2-TZVPD.

The geometry in XYZ format:
```
44
Properties=species:S:1:pos:R:3
C 1.365 -1.140 3.471
C 0.766 -0.116 2.502
C 1.741 0.992 2.324
N 2.568 1.805 2.243
C -0.634 0.439 2.882
C -1.648 -0.526 2.985
C -2.962 -0.142 3.180
C -3.289 1.215 3.257
C -2.290 2.180 3.107
C -0.954 1.799 2.917
H 0.912 -2.135 3.368
H 2.454 -1.212 3.305
H 1.184 -0.737 4.478
H -1.393 -1.585 2.857
H -3.737 -0.914 3.243
H -4.316 1.515 3.441
H -2.548 3.236 3.109
H -0.177 2.560 2.767
C 4.933 -2.982 -2.140
C 4.102 -2.291 -0.981
C 3.541 -3.336 0.001
C 4.902 -1.218 -0.174
C 4.678 0.128 -0.444
C 5.481 1.106 0.151
C 6.425 0.776 1.126
C 6.542 -0.563 1.520
C 5.783 -1.546 0.862
O 3.333 -1.768 -1.881
S 0.373 -0.881 0.897
C 0.255 0.583 -0.201
F 0.151 0.078 -1.462
F -0.839 1.360 0.026
F 1.355 1.375 -0.158
H 5.822 -3.494 -1.780
H 4.300 -3.728 -2.634
H 5.250 -2.268 -2.913
H 4.333 -4.014 0.339
H 3.161 -2.802 0.891
H 2.733 -3.908 -0.478
H 3.853 0.406 -1.099
H 5.358 2.145 -0.151
H 7.078 1.536 1.576
H 7.221 -0.841 2.331
H 5.835 -2.584 1.216
```

Total charge: -1
HOMO level: -2.1 eV
Spin multiplicity: 1

Here is a single C19H19FN4O2 molecule at a distorted geometry from the Open Molecules 2025 dataset. Energies are from ωB97M-V/def2-TZVPD.

The geometry in XYZ format:
```
45
Properties=species:S:1:pos:R:3
C -3.050 -4.002 0.442
O -3.953 -3.821 -0.743
C -4.122 -2.510 -1.325
C -2.817 -2.228 -2.052
N -1.736 -1.702 -1.078
C -0.527 -2.436 -0.670
C -1.859 -0.332 -0.673
O -2.576 0.436 -1.299
C -0.769 0.344 0.093
C 0.069 1.166 -0.631
C 1.249 1.702 -0.065
C 2.155 2.675 -0.734
C 2.733 3.766 -0.143
C 3.464 4.762 -0.823
C 3.856 4.602 -2.174
C 3.304 3.480 -2.763
F 3.402 3.225 -4.095
C 2.462 2.556 -2.116
C 1.688 1.260 1.232
C 0.801 0.429 1.934
C 1.092 -0.140 3.157
N 2.192 0.112 3.846
N 0.270 -0.835 3.835
C -0.884 -1.121 3.283
N -1.233 -0.774 2.051
C -0.395 -0.002 1.350
H -2.837 -3.075 0.980
H -2.095 -4.490 0.254
H -3.501 -4.775 1.115
H -4.956 -2.646 -2.020
H -4.291 -1.722 -0.534
H -2.967 -1.547 -2.931
H -2.320 -3.104 -2.391
H -0.351 -2.538 0.438
H -0.615 -3.557 -1.011
H 0.442 -1.953 -1.074
H -0.285 1.500 -1.612
H 2.674 3.947 0.927
H 3.993 5.610 -0.354
H 4.535 5.309 -2.797
H 1.966 1.697 -2.696
H 2.758 1.535 1.537
H 2.146 -0.433 4.749
H 2.531 1.089 3.709
H -1.642 -1.459 3.870
```

Total charge: 0
HOMO level: -8.5 eV
Energy relative to the best compared isomer or geometry (same formula, charge and spin): 43.27 kcal per mole
Spin multiplicity: 1

Here is a single C19H19N3O3S molecule at a distorted geometry from the Open Molecules 2025 dataset. Energies are from ωB97M-V/def2-TZVPD.

The geometry in XYZ format:
```
45
Properties=species:S:1:pos:R:3
C 2.774 -1.390 7.976
C 2.981 -0.947 6.580
C 4.263 -0.761 6.107
S 4.223 -0.495 4.389
C 2.434 -0.673 4.429
C 1.549 -0.503 3.233
O 1.636 -1.530 2.255
C 0.724 -1.347 1.239
C 0.778 -2.163 0.132
C -0.115 -1.952 -0.971
O 0.089 -2.531 -2.034
N -1.035 -0.946 -0.902
C -1.004 -0.152 0.255
N -0.159 -0.313 1.241
C -1.983 0.994 0.431
O -2.507 1.514 -0.813
C -2.834 0.475 -1.721
C -1.593 -0.328 -2.119
C -0.459 0.501 -2.800
C -0.872 1.058 -4.151
C -1.315 2.378 -4.198
C -1.783 2.942 -5.397
C -1.865 2.134 -6.529
C -1.421 0.817 -6.483
C -0.912 0.274 -5.297
N 1.987 -0.940 5.626
H 3.716 -1.667 8.465
H 2.186 -2.292 8.006
H 2.303 -0.588 8.574
H 5.184 -0.830 6.668
H 1.775 0.470 2.809
H 0.514 -0.413 3.657
H 1.454 -3.041 0.139
H -2.815 0.574 1.060
H -1.519 1.839 0.938
H -3.563 -0.183 -1.284
H -3.329 0.846 -2.623
H -1.887 -1.105 -2.829
H 0.450 -0.044 -2.946
H -0.177 1.358 -2.173
H -1.299 3.010 -3.352
H -2.174 3.943 -5.481
H -2.320 2.536 -7.413
H -1.458 0.238 -7.403
H -0.622 -0.766 -5.294
```

Total charge: 0
HOMO level: -8.7 eV
Energy relative to the best compared isomer or geometry (same formula, charge and spin): 55.22 kcal per mole
Spin multiplicity: 1

Here is a single C19H19N3O5S molecule at a distorted geometry from the Open Molecules 2025 dataset. Energies are from ωB97M-V/def2-TZVPD.

The geometry in XYZ format:
```
47
Properties=species:S:1:pos:R:3
C -1.927 -1.475 2.420
O -2.955 -0.711 1.841
C -2.855 0.665 2.131
C -3.648 1.432 1.068
N -3.028 1.233 -0.214
C -1.886 1.835 -0.649
S -1.133 3.171 0.170
C 0.556 2.819 -0.400
C 1.077 1.557 0.266
O 0.417 0.960 1.087
C 2.422 1.112 -0.142
C 3.197 1.768 -1.102
C 4.438 1.278 -1.442
C 4.944 0.132 -0.833
C 4.193 -0.507 0.164
C 2.939 -0.020 0.486
O 4.668 -1.599 0.837
C 6.056 -1.796 0.677
C 6.444 -1.643 -0.792
O 6.160 -0.332 -1.236
N -1.456 1.286 -1.755
N -2.297 0.294 -2.061
C -3.236 0.246 -1.144
C -4.305 -0.707 -1.164
C -4.456 -1.797 -1.986
C -5.669 -2.407 -1.605
C -6.168 -1.650 -0.589
O -5.354 -0.619 -0.317
H -2.077 -2.499 2.082
H -1.973 -1.440 3.515
H -0.944 -1.118 2.093
H -3.263 0.884 3.130
H -1.804 0.982 2.104
H -4.669 1.055 1.025
H -3.648 2.500 1.300
H 0.508 2.688 -1.480
H 1.169 3.681 -0.140
H 2.832 2.653 -1.597
H 5.043 1.759 -2.194
H 2.358 -0.526 1.241
H 6.610 -1.060 1.276
H 6.271 -2.801 1.042
H 5.879 -2.367 -1.394
H 7.513 -1.795 -0.941
H -3.773 -2.099 -2.752
H -6.109 -3.287 -2.027
H -7.060 -1.735 -0.001
```

Total charge: 0
HOMO level: -7.6 eV
Energy relative to the best compared isomer or geometry (same formula, charge and spin): 89.07 kcal per mole
Spin multiplicity: 1

Here is a molecular structure, C19H19N4O4ReSi2 from the Open Molecules 2025 dataset. Energies are from ωB97M-V/def2-TZVPD.

The geometry in XYZ format:
```
49
Properties=species:S:1:pos:R:3
Re -0.702 0.014 0.670
C 1.115 2.444 2.755
Si 1.238 0.727 2.005
C 1.704 -0.426 3.423
C 2.759 0.760 0.866
C 4.040 1.072 1.341
C 5.138 1.104 0.496
C 4.978 0.825 -0.858
C 3.719 0.513 -1.347
C 2.603 0.477 -0.500
Si 0.902 0.069 -1.167
C 0.362 1.378 -2.375
C 0.973 -1.567 -2.057
H 2.038 2.693 3.289
H 0.284 2.502 3.462
H 0.949 3.201 1.985
H 2.562 -0.028 3.975
H 1.982 -1.418 3.058
H 0.879 -0.542 4.131
H 4.184 1.293 2.395
H 6.120 1.347 0.887
H 5.831 0.851 -1.525
H 3.609 0.298 -2.407
H 1.093 1.425 -3.190
H 0.311 2.360 -1.902
H -0.618 1.146 -2.801
H 1.821 -1.541 -2.750
H 0.063 -1.749 -2.633
H 1.125 -2.399 -1.367
O -6.933 0.746 -2.711
C -6.276 -0.304 -2.810
O -6.442 -1.316 -3.515
C -4.950 -0.296 -2.016
C -4.136 -1.419 -1.977
C -2.956 -1.394 -1.256
N -2.557 -0.305 -0.596
C -3.336 0.787 -0.636
C -4.530 0.834 -1.316
C -2.783 1.957 0.111
O -3.344 2.991 0.283
O -1.505 1.744 0.590
H -4.452 -2.295 -2.528
H -2.298 -2.253 -1.197
H -5.144 1.724 -1.318
N 1.079 -5.003 4.178
C 0.481 -4.460 3.356
N -0.273 -3.926 2.406
C -0.299 -2.824 1.864
N -0.409 -1.817 1.232
```

Total charge: -1
HOMO level (alpha / beta): -5.9 / -5.9 eV
Energy relative to the best compared isomer or geometry (same formula, charge and spin): 0.00 kcal per mole
Spin multiplicity: 2